Density functional theory data (wB97M-V/def2-TZVPD) for CH3NSSi in the gas phase in a non-equilibrium geometry.

The geometry in ORCA input format:
```
! RIJCOSX wB97M-V def2-TZVPD def2/J DEFGRID3
* xyz 0 1
N 3.9569 -1.0563 -1.4200
C 2.9406 -1.4241 -1.0724
S 1.0238 -2.1140 -0.3294
Si 0.0993 -0.1944 -0.0676
H 0.3943 0.6173 -1.2350
H 0.6164 0.3894 1.1631
H -1.3004 -0.5777 0.0266
*
```

Values from the calculation:
HOMO energy in eV: -10.6039
SMILES string: N#CS[SiH3]
E_LUMO in eV: -1.427
Frontier orbital gap in eV: 9.18